No. 1
DFT (ωB97M-V/def2-TZVPD) results for C30H22FeI2N5O2 as an isolated structure in a non-equilibrium geometry.

```
! RIJCOSX wB97M-V def2-TZVPD def2/J DEFGRID3
* xyz 0 6
Fe -0.103 -0.216 0.103
O 0.119 -0.063 1.945
C 1.077 -0.109 2.853
C 0.711 -0.109 4.206
C 1.656 -0.145 5.206
C 3.013 -0.183 4.884
C 3.386 -0.188 3.560
C 2.440 -0.159 2.528
C 2.860 -0.197 1.135
N 2.088 -0.166 0.068
C 2.901 -0.226 -1.040
C 4.194 -0.295 -0.642
N 4.155 -0.272 0.734
H -0.348 -0.080 4.432
H 1.344 -0.141 6.243
H 3.764 -0.208 5.663
H 4.445 -0.213 3.329
H 2.498 -0.220 -2.039
H 5.115 -0.364 -1.194
H 4.958 -0.308 1.337
I -4.263 2.305 -0.048
C -2.432 3.304 -0.085
C -2.425 4.706 0.015
C -1.252 5.395 0.016
I -1.331 7.487 0.130
C -0.018 4.707 -0.040
C 1.251 5.322 0.025
C 2.376 4.553 0.030
C 2.242 3.156 -0.051
N 1.085 2.550 -0.137
C -0.040 3.292 -0.130
C -1.273 2.554 -0.207
O -1.289 1.250 -0.392
H -3.363 5.238 0.090
H 1.318 6.401 0.075
H 3.359 4.997 0.100
H 3.125 2.528 -0.052
C -3.216 -0.952 -0.151
N -1.843 -1.455 -0.111
C -1.655 -2.729 -0.082
C -0.349 -3.229 -0.057
C 0.156 -4.527 0.044
C 1.544 -4.395 0.009
C 1.805 -3.024 -0.122
N 0.664 -2.319 -0.165
C -3.906 -0.960 1.195
C -5.243 -1.328 1.285
C -5.904 -1.308 2.508
C -5.225 -0.932 3.656
C -3.882 -0.582 3.576
C -3.226 -0.591 2.354
H -3.807 -1.539 -0.859
H -3.172 0.069 -0.517
H -2.496 -3.422 -0.100
H -0.420 -5.434 0.149
H 2.281 -5.181 0.053
H 2.771 -2.550 -0.211
H -5.777 -1.627 0.390
H -6.948 -1.591 2.560
H -5.738 -0.912 4.610
H -3.346 -0.297 4.473
H -2.182 -0.311 2.298
*
```

## Properties
DFT total energy: -3439.828492 a.u.
expectation value of S²: 8.76
Kohn-Sham gap (spin up / spin down): 7.85 / 6.54 eV
HOMO energy (spin up / spin down): -7.7 / -7.6 eV
strongest force on any atom: 1.06 eV Å⁻¹

=====

No. 2
DFT (ωB97M-V/def2-TZVPD) results for C30H23BrN5O5Sn as an isolated structure.

```
! RIJCOSX wB97M-V def2-TZVPD def2/J DEFGRID3
* xyz 1 1
Sn -1.388 -0.414 2.304
O 5.024 4.022 1.413
N 4.498 3.128 0.793
O 4.759 2.817 -0.352
C 3.474 2.326 1.499
C 3.607 2.248 2.836
C 2.711 1.442 3.603
C 2.815 1.317 5.000
C 1.912 0.537 5.671
C 0.904 -0.101 4.934
N 0.795 -0.002 3.627
C 1.684 0.752 2.956
C 1.539 0.858 1.524
N 0.495 0.205 0.952
C 0.307 0.312 -0.352
C 1.144 1.078 -1.169
C 2.195 1.750 -0.611
C 2.431 1.642 0.775
H 4.404 2.792 3.324
H 3.603 1.839 5.527
H 1.955 0.417 6.743
H 0.155 -0.706 5.435
H -0.562 -0.189 -0.751
H 0.929 1.143 -2.225
H 2.838 2.365 -1.219
C -2.123 -5.121 -2.839
N -1.538 -4.492 -1.661
N -1.776 -3.140 -1.472
C -1.785 -2.863 -0.119
O -1.848 -1.688 0.303
C -1.673 -4.120 0.538
C -1.554 -5.076 -0.430
C -1.493 -6.556 -0.286
C -1.452 -2.191 -2.481
C -2.258 -1.070 -2.624
C -1.915 -0.110 -3.564
C -0.800 -0.281 -4.373
C -0.010 -1.414 -4.229
C -0.324 -2.368 -3.273
H -1.868 -4.542 -3.723
H -3.210 -5.187 -2.753
H -1.701 -6.116 -2.944
H -1.662 -4.274 1.603
H -1.399 -6.818 0.764
H -0.642 -6.970 -0.827
H -2.401 -7.022 -0.673
H -3.127 -0.947 -1.993
H -2.537 0.769 -3.673
H -0.551 0.462 -5.119
H 0.860 -1.555 -4.857
H 0.302 -3.240 -3.136
Br 1.883 5.804 0.590
C 0.246 4.962 0.159
C -0.460 5.338 -0.973
C -1.631 4.666 -1.300
C -2.075 3.609 -0.523
C -1.365 3.256 0.619
C -0.210 3.944 0.976
C -1.695 2.028 1.383
O -2.368 1.101 0.850
O -1.152 1.822 2.515
H -0.095 6.144 -1.595
H -2.186 4.965 -2.179
H -2.961 3.048 -0.790
H 0.329 3.661 1.870
*
```

## Properties
DFT total energy: -4595.135457 a.u.
Kohn-Sham gap: 8.00 eV
HOMO energy: -11.4 eV
strongest force on any atom: 0.23 eV Å⁻¹

=====

No. 3
DFT (ωB97M-V/def2-TZVPD) results for C30H23IN6O6Re as an isolated structure in a non-equilibrium geometry.

```
! RIJCOSX wB97M-V def2-TZVPD def2/J DEFGRID3
* xyz 2 2
Re -0.896 0.594 -0.547
C -3.423 0.447 1.033
N -2.136 1.111 0.992
C -2.165 2.514 1.352
C -0.968 3.172 0.758
N -0.157 2.521 -0.072
C 0.812 3.424 -0.466
C 1.912 3.303 -1.313
C 2.699 4.425 -1.495
C 2.403 5.643 -0.880
C 1.314 5.786 -0.041
C 0.534 4.659 0.162
N -0.597 4.448 0.923
C -3.339 -0.773 0.183
N -2.274 -1.009 -0.578
C -2.529 -2.183 -1.261
C -1.776 -2.905 -2.182
C -2.333 -4.067 -2.682
C -3.605 -4.500 -2.302
C -4.371 -3.793 -1.393
C -3.811 -2.636 -0.876
N -4.281 -1.712 0.034
H -3.717 0.184 2.059
H -4.211 1.099 0.626
H -1.104 0.270 2.266
H -3.066 3.001 0.948
H -2.181 2.655 2.442
H 2.136 2.368 -1.804
H 3.562 4.379 -2.140
H 3.037 6.496 -1.066
H 1.079 6.726 0.430
H -1.062 5.144 1.483
H -0.799 -2.565 -2.488
H -1.786 -4.661 -3.396
H -4.003 -5.408 -2.729
H -5.355 -4.124 -1.100
H -5.184 -1.739 0.482
O -0.401 -0.231 2.757
C 0.550 -0.645 1.959
O 0.527 -0.429 0.736
C 1.655 -1.373 2.579
C 1.659 -1.641 3.954
C 2.716 -2.334 4.513
C 3.775 -2.755 3.724
C 3.770 -2.472 2.363
C 2.720 -1.791 1.777
N 4.889 -2.912 1.528
O 4.823 -2.641 0.353
O 5.777 -3.505 2.080
H 0.835 -1.304 4.561
H 2.724 -2.559 5.567
H 4.604 -3.306 4.146
H 2.733 -1.585 0.717
I -2.229 2.583 -9.062
C -1.835 2.074 -7.052
C -2.717 2.487 -6.055
C -2.459 2.148 -4.745
C -1.322 1.397 -4.421
C -0.442 0.989 -5.429
C -0.698 1.327 -6.743
C -1.095 1.063 -3.018
O -0.113 0.408 -2.576
O -1.942 1.452 -2.137
H -3.594 3.068 -6.297
H -3.128 2.456 -3.956
H 0.430 0.411 -5.166
H -0.024 1.017 -7.526
*
```

## Properties
DFT total energy: -2312.491142 a.u.
expectation value of S²: 0.77
Kohn-Sham gap (spin up / spin down): 4.97 / 5.48 eV
HOMO energy (spin up / spin down): -13.0 / -13.0 eV
strongest force on any atom: 3.40 eV Å⁻¹

=====

Question: Number 1 is which compound?
Answer: C30H22FeI2N5O2

=====

Question: Which value of DFT total energy does entry 3 give?
Answer: -2312.491142 a.u.